Below is C22H33BrCaClCsF6KLiN3O12S4 as an isolated structure at a distorted geometry, with properties calculated with wB97M-V/def2-TZVPD.

Geometry as XYZ:
```
86
Properties=species:S:1:pos:R:3:forces:R:3
C 3.974614 -0.709830 2.421334 0.38 0.35 0.08
N 5.106525 -0.377306 1.538798 -0.38 -0.47 -0.56
C 4.657384 0.286479 0.316929 0.32 0.06 0.49
C 4.892935 1.814970 0.291401 -0.71 0.17 -0.40
C 5.429254 2.384045 1.631216 -0.21 -0.94 -0.17
O 5.085916 3.811219 1.825659 -0.33 -0.63 -0.90
S 3.548369 3.920094 2.144812 1.69 0.66 -0.33
O 3.151125 5.228404 1.561736 1.03 -1.07 -0.67
O 3.307579 3.874160 3.544383 -0.60 -0.49 0.06
C 2.752799 2.559346 1.226447 -0.60 0.86 -0.56
C 1.178776 2.642507 1.038782 1.12 0.10 0.86
C 0.621747 1.278644 1.414681 -0.12 -0.35 -0.68
C -0.806335 1.095702 0.980582 0.71 -0.07 -0.22
C -1.078707 0.688916 -0.321509 -0.37 -0.08 0.32
C -2.397280 0.486584 -0.697602 0.82 0.04 -0.34
C -3.404140 0.664906 0.215785 -0.88 0.00 -0.30
C -3.128406 1.080847 1.485813 -0.14 0.14 0.80
C -1.823012 1.296122 1.874602 -0.10 0.15 0.19
C 3.508694 2.481009 -0.088659 1.96 0.05 0.72
H 4.224438 -1.545617 3.057694 0.13 -0.22 0.15
H 3.789364 0.123344 3.092120 -0.27 0.18 0.23
H 3.065725 -0.945393 1.866862 -0.15 -0.04 -0.03
H 5.497150 -1.259674 1.240715 0.39 -0.02 0.17
H 3.594976 0.112822 0.165642 -0.31 -0.06 -0.08
H 5.147808 -0.131243 -0.552593 0.21 -0.16 -0.14
H 5.644279 2.030846 -0.491605 -1.18 -1.95 0.98
H 5.031898 1.856790 2.484320 -0.06 -0.35 0.20
H 6.495280 2.253534 1.704037 0.43 0.45 0.15
H 2.951729 1.673687 1.812880 0.03 -0.16 0.41
H 0.913444 2.905234 0.016387 0.06 0.18 -0.33
H 0.734748 3.371703 1.732944 -0.68 -2.15 -0.67
H 1.222352 0.546941 0.880233 0.16 -0.22 -0.18
H 0.777923 1.062735 2.463610 -0.11 0.12 0.42
H -0.257999 0.512633 -0.986407 0.28 -0.14 -0.32
H -2.652302 0.138073 -1.686284 -0.16 -0.37 -0.13
H -4.419016 0.458657 -0.069301 -0.28 -0.02 -0.09
H -3.915637 1.207564 2.204456 -0.27 0.02 0.15
H -1.577509 1.589976 2.878348 -0.11 0.06 0.44
H 2.974367 1.902045 -0.826694 -0.26 -0.05 -0.35
H 3.700625 3.482179 -0.484061 -0.65 0.09 -0.18
Li -1.496679 1.235203 -2.957498 0.61 0.07 -0.38
C 1.843563 3.817315 6.290364 0.72 0.42 -0.35
C 0.821158 4.666851 7.088782 0.35 -0.62 0.24
O -0.233902 3.951296 7.400668 -0.09 0.48 -0.17
H 1.362740 3.458240 5.381580 -0.26 -0.16 -0.16
H 2.707226 4.444374 6.009734 -0.09 0.00 0.06
H 2.227186 2.962336 6.848032 -0.22 -0.04 0.11
H 0.629132 5.563299 6.398386 -0.27 0.02 -0.47
H 1.386125 5.122254 7.934300 -0.20 -0.02 0.08
C 0.569038 -3.340832 2.933005 0.29 0.28 -0.95
C 0.770143 -2.653860 1.656443 -0.82 0.23 2.38
N 0.927611 -2.121487 0.656764 -1.54 3.93 1.77
H 0.385639 -2.611747 3.722525 -0.13 -0.16 0.18
H -0.293548 -4.000786 2.873016 -0.09 0.01 0.20
H 1.449144 -3.926521 3.190743 -0.02 -0.04 0.11
Ca 1.181455 5.041108 2.261336 -2.39 3.28 2.32
Br 0.824501 2.380938 -2.740768 -0.20 -0.05 0.35
Cl -0.443087 -4.179658 5.453561 0.02 0.03 0.10
C -0.923165 -6.167114 -4.695758 -0.37 -0.04 0.24
F -0.491038 -7.340172 -5.137475 0.16 0.02 -0.18
F -2.243034 -6.239547 -4.538790 0.11 0.07 0.03
F -0.367338 -5.956664 -3.486525 0.07 0.03 0.24
S -0.452209 -4.819902 -5.851373 -0.03 -0.53 -0.19
O -1.110641 -5.138069 -7.075645 -0.25 0.11 -0.11
O 0.981977 -4.820386 -5.859705 0.16 0.23 0.36
N -1.121392 -3.631065 -5.018119 0.51 0.33 -0.37
S -1.028934 -2.181781 -5.618912 -0.10 0.08 0.00
O -1.803874 -1.935023 -6.789447 -0.17 0.00 -0.17
O 0.248891 -1.532614 -5.529546 0.17 -0.04 0.31
C -2.009159 -1.364326 -4.288613 -0.32 -0.87 0.59
F -1.418925 -1.448682 -3.056109 0.11 0.27 -0.24
F -3.230432 -1.835188 -4.154002 0.13 0.09 -0.12
F -2.123358 -0.028377 -4.532758 0.18 0.67 0.15
Cs 1.816770 -3.793450 -0.623579 2.17 -4.35 -4.19
K 6.196421 3.761465 -0.958919 1.13 2.59 -1.03
C -7.967035 -0.957116 -2.842453 -0.20 0.18 -0.25
C -8.519685 -2.365075 -2.894548 0.07 -0.13 0.41
O -7.796422 -2.986829 -3.962123 0.02 0.28 -0.18
S -6.308281 -2.404005 -4.031265 -0.52 0.04 0.27
O -5.435932 -3.273307 -3.335373 0.23 -0.05 0.07
O -6.056673 -1.975163 -5.352331 0.15 -0.03 -0.24
O -6.562647 -1.111652 -3.098043 -0.04 -0.23 0.15
H -8.394276 -0.330251 -3.627181 -0.02 -0.01 0.00
H -8.119257 -0.484940 -1.875770 0.20 -0.01 0.04
H -9.584765 -2.390419 -3.103140 0.03 -0.09 -0.21
H -8.314535 -2.912353 -1.971976 -0.02 0.03 0.01
```
Positions in Å, forces in eV/Å.

**2S+1**: 1
**Total charge**: +1


Below is a 2-piece molecular cluster, C22H33Cl2F4N3O4P overall at a distorted geometry, with properties calculated with wB97M-V/def2-TZVPD.

Geometry as XYZ:
```
69
Properties=species:S:1:pos:R:3:forces:R:3
C -0.196836 -2.034964 4.927883 -0.49 0.80 -0.31
C -0.450101 -0.584241 4.439701 1.24 0.19 1.08
C 0.290558 0.339378 5.442425 -0.44 0.33 -0.44
C 0.155738 -0.264365 3.065134 0.32 -1.23 0.04
C -0.623133 -0.806180 1.787952 -0.62 3.83 2.41
N -1.923911 -1.275495 2.134730 0.31 -1.74 -1.22
C -0.774997 0.489223 0.913990 0.58 -0.69 -1.31
C -1.611990 0.428252 -0.375720 -0.77 -0.30 0.60
C -3.093760 -0.012445 -0.284956 -0.20 0.07 -0.75
C -3.293445 -1.348869 -0.996082 0.18 0.14 -0.30
Cl -4.001474 1.194174 -1.245656 -1.06 -0.82 1.45
C 0.696802 0.713079 0.431045 -0.47 -0.82 0.08
P 1.063646 1.807676 -1.037997 1.06 1.99 0.14
N 2.374526 2.617541 -0.690180 0.07 -0.96 0.05
C 1.296238 -0.764102 0.321811 1.25 1.94 -0.77
C 1.795733 -1.232513 -1.055944 -0.12 -0.69 -0.38
C 3.222372 -0.707196 -1.356595 -0.59 0.44 0.68
C 4.324449 -1.715234 -1.035356 -0.21 0.33 -0.07
Cl 5.044114 -1.423692 0.595364 -0.08 -0.09 -0.14
N 0.223666 -1.641164 0.907809 -0.92 -0.88 -0.95
C 0.590459 -3.033003 1.270822 0.70 -1.11 -0.15
F -0.141434 -3.524119 2.272912 -0.12 0.72 -0.04
F 0.302854 -3.786183 0.180922 0.04 0.35 0.06
C 2.086071 -3.294120 1.587620 0.21 -0.90 0.48
F 2.433101 -2.731124 2.763958 -0.14 0.31 -0.39
F 2.178606 -4.640867 1.761363 -0.13 0.25 -0.10
H -1.038083 -2.672924 4.653683 0.30 -0.34 0.02
H 0.751874 -2.385471 4.522528 -0.16 -0.25 -0.02
H -0.097052 -2.016478 6.012746 -0.18 -0.21 -0.01
H -1.498895 -0.298874 4.537988 -0.07 -0.24 -0.34
H 1.372959 0.210941 5.369581 -0.03 -0.08 0.17
H -0.057094 0.154508 6.459118 0.18 -0.08 0.00
H 0.063326 1.386662 5.218711 0.13 -0.03 0.01
H 0.278198 0.817497 3.027119 -0.18 -0.04 -0.37
H 1.177721 -0.667252 3.076736 -0.05 0.10 0.07
H -2.500550 -0.544442 2.512808 -0.01 0.05 -0.06
H -1.947634 -2.116285 2.691040 -0.01 0.20 0.29
H -1.211827 1.237131 1.575299 0.35 0.24 -0.08
H -1.126043 -0.176947 -1.157074 0.04 0.06 0.06
H -1.662946 1.445282 -0.777200 0.30 -0.12 -0.11
H -3.519513 0.005230 0.713839 0.24 -0.08 0.05
H -2.663540 -2.154343 -0.591615 -0.22 0.02 0.17
H -4.340693 -1.644690 -1.045047 0.06 -0.10 0.30
H -2.994095 -1.183548 -2.036585 0.02 -0.07 0.06
H 1.332208 1.189023 1.179185 -0.23 0.28 -0.06
H -0.001098 2.714367 -1.174518 -0.34 -0.63 0.16
H 1.155327 1.108099 -2.256526 -0.63 -0.23 0.21
H 3.106139 2.440450 -1.368667 0.07 0.36 0.01
H 2.215409 -0.660643 0.902415 -0.43 -0.96 0.77
H 1.862275 -2.326402 -1.102603 -0.24 0.03 0.13
H 1.101838 -0.969623 -1.856659 -0.06 0.09 0.13
H 3.293928 -0.337645 -2.379899 0.00 -0.29 -0.06
H 3.344351 0.183568 -0.729104 0.35 0.04 -0.25
H 3.933381 -2.730792 -0.992448 0.18 -0.04 -0.25
H 5.116049 -1.647351 -1.775749 0.16 -0.12 0.21
H -0.397938 -1.790487 0.089266 -0.10 -0.04 0.13
H 2.779796 -3.035766 0.789630 -0.11 0.40 0.12
C -2.296529 3.955496 -6.275307 -0.42 -0.17 0.03
C -0.997525 4.458425 -6.164518 0.30 0.07 0.15
C -0.274258 4.080718 -4.847866 -0.16 -0.44 0.73
O 0.902113 4.380356 -4.625273 0.16 0.19 -0.37
C -1.022253 3.354965 -3.854984 0.45 0.01 0.08
C -2.311877 2.872211 -3.966600 -0.61 -0.19 -0.19
C -2.998732 3.156359 -5.320315 0.19 0.52 -0.90
O -4.126193 2.709121 -5.575322 -0.11 -0.27 0.54
O -2.948219 2.225370 -3.080898 1.31 0.89 -1.25
O -0.382028 5.151969 -6.995349 -0.10 -0.06 0.00
H -2.867051 4.166114 -7.174892 0.13 0.04 -0.08
H -0.473076 3.186660 -2.933632 -0.06 0.02 0.05
```
Positions in Å, forces in eV/Å.

**2S+1**: 1
**Energy relative to the best compared isomer or geometry (same formula, charge and spin)**: 0.0 kcal per mole
**Total charge**: -1


What did we get for HOMO energy? Answer: -8.4015 -1.9604 eV, in the order shown.